Computed, not measured: C2HCl3FN in the gas phase in a non-equilibrium geometry, with ωB97M-V with the def2-TZVPD basis set.

```
! wB97M-V def2-TZVPD RIJCOSX def2/J DEFGRID3
* xyz 0 1
C 0.90016 0.16078 -0.27284
Cl -1.66522 1.22871 -0.41038
Cl 1.28715 0.08176 -2.01070
Cl 1.66637 1.59232 0.40752
H 1.43024 -0.82079 0.23737
N -0.87974 -1.03774 0.82279
F -2.18123 -1.20261 1.18853
C -0.55773 -0.00242 0.03772
*
```

**Total energy**: -1611.91084 Ha
**HOMO level**: -11.1 eV
**Frontier orbital gap**: 11.0 eV
**Energy above the lowest of the compared OMol25 structures with the same formula, charge and spin**: 42.9 kcal/mol
**SMILES string**: F/N=C(\Cl)C(Cl)Cl


Computed, not measured: 13 unconnected molecules or ions with the total composition C3H32O12S in a non-equilibrium geometry, with ωB97M-V with the def2-TZVPD basis set.

```
! wB97M-V def2-TZVPD RIJCOSX def2/J DEFGRID3
* xyz 0 1
H -0.84214 -1.70943 2.24597
C 1.65424 -2.05212 1.56715
O 3.13935 -0.68607 -3.25146
C 1.03752 -0.71616 1.72124
H 4.03182 1.38400 -1.44460
H 3.48199 -3.25465 0.15488
H -0.20529 2.57678 2.42720
O -1.44872 4.32967 0.85414
H -1.78552 -3.71337 -0.88917
O -1.58860 2.02342 -2.29389
O -3.82853 3.11994 -0.72697
H 4.06735 -0.04659 -1.12278
H -0.66624 -0.42511 -0.29652
O -1.68086 -3.01353 -0.23298
H -3.00163 1.97456 2.31029
H -2.12484 -2.17399 -0.36045
H -1.11255 0.20105 -1.78021
O 0.75330 2.56861 2.52525
H 1.10649 1.76561 2.04127
O -0.69748 -0.50192 -1.24661
O 4.39436 0.79423 -0.73781
C -0.33953 -0.77914 2.42840
H -1.42857 2.77176 -1.70798
H 2.40879 -2.18050 2.39147
H -0.09273 -0.71639 3.48625
H -2.21727 4.46340 0.30739
O -1.60414 1.28216 3.79010
O -1.56660 -2.67624 -3.04836
H -2.23353 -2.09305 -3.39938
O 1.20871 -1.92352 -2.38261
H 1.59415 0.12366 2.06770
H -4.09516 2.23877 -1.07866
H -2.74451 0.68983 1.76508
H 1.13933 -2.33266 -3.29440
H 2.97784 -0.89466 -2.33754
H -1.05318 0.64397 4.26299
H -3.73753 2.74443 0.15890
H -1.68263 2.42894 -3.16157
H 0.62029 -2.54331 -1.87369
O -3.39510 1.39195 1.66525
H 0.93074 -2.89825 1.56685
H -1.09490 0.04473 2.14076
S 2.78006 -2.18383 0.06518
H 1.26780 -0.11052 0.64309
H -1.21278 -2.06879 -2.31991
H 2.33844 -0.61739 -3.75001
H -1.68570 4.24545 1.76800
H -1.01388 2.00339 4.02203
*
```

**Total energy**: -1434.41723 Ha
**HOMO level**: -9.0 eV
**Frontier orbital gap**: 8.8 eV
**Energy above the lowest of the compared OMol25 structures with the same formula, charge and spin**: 62.0 kcal/mol


Computed, not measured: a molecular structure, C24H26CoF6N4SSb3 in a non-equilibrium geometry, with ωB97M-V with the def2-TZVPD basis set.

```
! wB97M-V def2-TZVPD RIJCOSX def2/J DEFGRID3
* xyz 3 2
F 0.08536 -1.40771 5.05007
H -3.51103 1.81202 -1.92469
C 3.43577 3.24796 1.04903
H 0.03149 1.81264 -3.02428
H -3.55295 1.69526 -0.14890
H 0.97833 -1.92302 -1.52807
F -2.70411 -0.86157 4.14229
H -2.21740 5.27939 2.36510
N 2.62976 6.76405 1.58876
H -2.19561 -4.88426 0.09374
N 1.95589 1.35132 1.11341
H 0.24537 -5.80505 1.81217
H 5.51289 2.80151 0.72821
C -1.28884 4.79936 2.09146
H 5.10119 0.33356 0.61879
C -1.22250 -4.63796 -3.69641
C -1.27366 3.42544 1.86203
C 2.37059 5.46963 1.48427
Sb -1.29110 0.55041 -1.08534
H 0.67656 -6.06045 0.08863
H -3.33147 -0.63546 -2.19744
F -0.70301 0.83069 3.54899
C 0.79238 -5.41047 0.95921
C -1.44163 -3.37871 -4.31930
C -0.11897 5.52246 1.97357
C 3.51847 4.69193 1.18653
Sb -0.96074 -1.06197 3.58498
N -0.15326 2.78691 1.53510
H -2.17415 2.82991 1.94535
C -1.44762 -4.75790 -2.36556
C 1.00067 3.48115 1.44295
C 4.28802 1.02874 0.76950
C 1.25905 -2.90823 -1.16400
H 1.85296 -5.31345 1.19143
H -3.13315 -1.37581 -0.58121
H 1.14431 -3.65923 -1.94515
C -2.65790 -1.18378 -1.53885
Sb 0.01393 -3.50821 0.47689
H 2.28707 -2.91043 -0.80535
C -2.12302 -2.34415 -2.23406
H -2.07633 -1.35444 -4.13211
N 4.62318 5.41359 1.07195
Co 0.09666 0.88229 1.43796
C -2.92464 1.90668 -1.01239
F -1.13864 -2.88076 3.13239
C -0.62294 0.94270 -3.06598
C -1.88147 -2.28144 -3.60934
H 2.78819 -0.51976 0.91791
H -0.91004 -5.48851 -4.28647
H -1.47584 1.16897 -3.70395
H -2.53300 2.92080 -0.94382
C 2.17341 2.68326 1.17882
S 4.20553 6.94542 1.32676
F -1.64353 -0.65713 1.76334
C 2.99232 0.54262 0.92316
H -1.28541 -3.28893 -5.38759
C 1.06337 4.85419 1.63611
C -2.13988 -3.83559 -0.21104
H -2.76820 -3.18365 0.38250
F 0.65005 -0.98567 2.38864
H -0.06189 0.10241 -3.47010
C -1.90295 -3.63413 -1.58642
H -1.32744 -5.71846 -1.87603
C 4.51738 2.38861 0.83156
H -0.09585 6.59041 2.15031
*
```

**<S²>**: 0.759
**Total energy**: -4249.17321 Ha
**HOMO level (spin up / spin down)**: -16.3 / -16.4 eV
**Frontier orbital gap (spin up / spin down)**: 4.2 / 4.2 eV
**Energy above the lowest of the compared OMol25 structures with the same formula, charge and spin**: 31.3 kcal/mol